# C19H17Cl4IrN3O2STe

A structure of composition C19H17Cl4IrN3O2STe at a distorted geometry (ωB97M-V/def2-TZVPD, the OMol25 dataset).

```
48
Properties=species:S:1:pos:R:3:mulliken_spin:R:1
O -2.09 -0.43 -0.58 0.028
C -2.86 4.10 -2.78 0.016
H -1.45 -0.98 3.78 0.002
H -1.90 0.20 1.76 -0.004
H 1.10 -2.40 0.80 -0.017
C 4.13 3.00 2.19 -0.001
C 0.48 -3.49 -3.74 -0.053
C 3.27 2.06 1.67 -0.004
O -1.34 2.16 -0.10 0.039
C 1.97 -1.91 -4.76 -0.051
C 1.24 -3.09 -4.84 0.117
H 5.94 3.05 3.45 0.000
Te 1.49 2.47 0.60 0.259
H 5.79 0.42 3.58 0.000
Cl -1.07 4.99 -1.01 -0.001
C -2.00 2.44 -1.16 0.044
N -0.97 0.31 2.14 0.066
S 3.79 0.48 2.16 0.000
N 0.86 -1.63 1.41 0.133
C 5.18 2.45 2.97 0.005
C 5.13 1.10 3.05 0.001
H -0.88 1.25 2.52 0.001
C 1.12 -1.46 -2.48 -0.040
H -3.30 -0.60 -2.15 0.004
C 0.44 -2.72 -2.60 0.116
H -1.04 -2.38 1.77 -0.003
C -2.04 3.76 -1.73 -0.012
C -2.81 1.46 -1.85 -0.022
H -4.23 1.06 -3.41 0.001
H -0.08 -4.41 -3.78 -0.002
H 3.99 4.05 2.00 -0.013
H 0.21 -0.38 3.71 0.000
H -2.87 5.11 -3.15 0.002
C -2.73 0.08 -1.50 0.079
H 1.70 -1.31 1.89 -0.013
H 0.11 -2.75 3.08 0.005
Ir 0.09 0.24 -0.11 2.531
N 1.07 -0.66 -1.43 0.637
C -3.66 3.12 -3.37 -0.002
C -3.62 1.82 -2.93 0.011
C -0.20 -1.99 2.35 -0.002
Cl 2.81 0.35 -3.57 0.010
C 1.91 -1.13 -3.63 0.120
C -0.63 -0.73 3.10 -0.006
H 1.26 -3.69 -5.73 0.013
Cl -0.45 -3.29 -1.23 0.009
Cl -4.74 3.58 -4.67 0.000
H 2.58 -1.59 -5.59 -0.004
```

Molar mass ... 813.06 g/mol
2S+1 ... 5
HOMO (alpha / beta) ... -3.165 / -3.623 eV
LUMO level (alpha / beta) ... 2.50 / 2.30 eV
Charge ... -1
Maximum force ... 1.4 eV Å⁻¹
Kohn-Sham gap (alpha / beta) ... 5.67 / 5.93 eV
Expectation value of S² ... 6.037